No. 1
# C30H46BrN3P2SeV

A molecular structure, C30H46BrN3P2SeV in a non-equilibrium geometry (ωB97M-V/def2-TZVPD, the OMol25 dataset).

Geometry as XYZ:
```
84
Properties=species:S:1:pos:R:3:forces:R:3
C 2.4697 -3.8571 -3.8315 0.03 0.06 0.48
C 3.0623 -2.5770 -3.6022 -1.34 0.03 -2.86
C 3.6941 -1.9661 -4.7199 -0.25 -0.99 -0.14
C 3.7634 -2.7064 -5.9104 0.43 0.40 0.51
N 3.2636 -3.9133 -6.0795 -0.30 -0.48 -0.21
C 2.6044 -4.4772 -5.0724 0.69 0.36 0.35
C 2.6014 -1.7537 -2.5256 -1.55 2.07 -0.60
C 1.6985 -0.6762 -2.2932 -0.24 -2.43 -2.57
C 0.5406 -0.4477 -1.4658 -1.53 0.84 0.04
C -0.8261 -0.2885 -1.8050 0.04 1.34 -0.56
C -1.7020 0.3618 -0.9279 -0.41 0.31 -1.39
C -1.5088 0.5932 0.4503 -0.08 -3.00 -0.77
C -0.3343 -0.1085 0.8764 0.43 -0.22 -0.37
C 0.7374 -0.3764 -0.0813 -1.36 1.42 1.83
V 2.5928 -1.1110 -0.7916 2.04 -0.23 5.10
P -3.1435 0.9373 1.2858 -0.06 -0.50 -2.67
H 4.0706 -0.9464 -4.7680 -0.08 -0.20 0.51
H 1.8371 -4.3817 -3.0981 0.52 0.55 -0.08
H 4.2716 -2.3058 -6.7804 -0.02 0.22 0.07
H 2.2269 -5.4813 -5.2620 -0.15 0.26 0.17
H 1.7936 0.3055 0.0267 -0.69 -0.61 0.67
H -1.1291 -0.2911 -2.8426 -0.03 -0.48 -0.12
H -0.3942 -0.5472 1.8866 0.79 0.45 -0.47
H -2.6092 0.6960 -1.4389 0.65 -0.39 0.53
C -3.7181 0.7691 3.0317 -0.10 0.32 0.65
C -4.7931 1.8337 3.4039 -0.13 0.52 -0.04
H -2.8434 0.8381 3.7017 -0.64 -0.05 -0.45
H -4.1929 -0.2162 3.1298 0.52 0.10 -0.19
H -4.7806 1.9935 4.5017 0.06 -0.11 -0.70
H -4.5569 2.7974 2.9117 -0.19 -0.38 0.55
H -5.8403 1.5655 3.1274 0.93 -0.02 0.02
C -3.6160 2.4477 0.2900 0.51 0.98 0.91
C -3.9106 2.4475 -1.2322 0.02 0.30 -0.42
H -2.7651 3.1260 0.4565 -0.20 -0.07 0.09
H -4.4386 2.9203 0.8307 -0.12 -0.11 -0.13
H -4.3139 3.4429 -1.5226 -0.03 -0.66 0.50
H -2.9968 2.3741 -1.8548 -0.55 -0.01 0.51
H -4.6324 1.6762 -1.5510 0.24 0.41 0.12
C -4.1082 -0.3525 0.4051 0.06 -0.43 0.03
C -5.5345 -0.5341 0.9019 -0.34 -0.07 -0.37
H -3.5151 -1.2878 0.4812 -0.40 0.48 -0.08
H -4.1445 -0.0762 -0.6687 0.06 -0.37 0.83
H -5.9505 -1.3916 0.3533 -0.13 0.26 0.38
H -5.6252 -0.7014 1.9845 -0.07 -0.08 -0.51
H -6.1258 0.3506 0.6265 -0.01 -0.25 0.21
Br -0.7795 1.8546 2.7211 0.76 1.09 0.67
P 2.8538 1.6146 -0.3863 -0.31 1.18 0.46
C 1.2836 2.6393 -0.0338 -0.25 -0.79 0.35
C 0.9886 4.1473 0.2643 0.28 0.08 -0.05
H 0.9516 2.0580 0.8333 -0.02 0.47 0.18
H 0.5677 2.2791 -0.7872 0.36 0.16 -0.26
H -0.1066 4.3093 0.2656 0.43 -0.46 -0.09
H 1.2937 4.4470 1.2811 0.19 -0.17 -0.55
H 1.3698 4.8726 -0.4756 0.15 -0.50 0.34
C 3.7951 1.5255 1.3576 0.11 -0.06 -0.83
C 3.8959 2.7566 2.2825 0.16 -0.20 -0.07
H 4.7887 1.0695 1.1849 -0.40 0.32 -0.06
H 3.1948 0.7017 1.8313 0.17 0.81 -0.43
H 3.9923 2.4211 3.3145 -0.07 -0.26 0.03
H 4.8088 3.3311 2.1105 -0.25 0.05 -0.34
H 3.0248 3.4137 2.2734 0.09 -0.13 -0.26
C 3.2709 2.0292 -2.1744 1.13 0.37 -0.03
C 3.8859 3.4205 -2.4156 -0.08 0.05 -0.02
H 2.3420 1.9649 -2.7679 -0.04 -0.26 0.79
H 3.9039 1.2301 -2.5984 -0.07 0.29 0.47
H 4.5143 3.3920 -3.3141 -0.12 0.09 0.26
H 3.0942 4.1591 -2.5845 0.20 -0.09 0.10
H 4.4879 3.7593 -1.5681 0.05 -0.03 -0.22
C 2.5128 -2.9001 2.5776 0.38 -0.08 0.12
N 1.0699 -2.9794 2.5330 -1.26 0.43 0.10
C 0.2370 -2.9803 3.6465 -0.30 -0.27 -0.82
C -1.0319 -3.1947 3.1928 0.84 -0.13 -0.16
N -0.9600 -3.3293 1.8001 1.28 0.51 -0.05
C -2.1434 -3.7832 1.0652 -0.41 -0.12 -0.18
C 0.3578 -3.1131 1.3856 -0.09 -0.70 1.24
Se 1.4750 -3.2104 -0.1880 -1.33 -1.73 -0.28
H 2.9179 -3.6314 1.8711 0.03 0.16 0.39
H 2.8201 -3.1244 3.5893 0.15 -0.01 0.20
H 2.8735 -1.9083 2.2943 -0.09 -0.03 0.06
H 0.6506 -2.8886 4.6338 -0.15 0.06 0.10
H -1.9618 -3.3299 3.7503 0.46 0.06 -0.40
H -2.5275 -4.7125 1.5167 0.45 0.24 -0.22
H -2.9610 -3.0562 1.1725 0.42 -0.08 -0.13
H -1.9296 -3.9583 0.0073 0.13 0.14 0.27
```
Positions in Å, forces in eV/Å.

Calculated values
Kohn-Sham gap (spin up / spin down)	6.907 / 4.132	eV
calculated total energy	-7936.21360	hartree
HOMO (spin up / spin down)	-12.7 / -12.6	eV
max |F|	5.49	eV/A
total charge	+2
2S+1	4

Charges obtained by Löwdin population analysis, quoted in units of e:
1. C -0.010
2. C -0.216
3. C 0.001
4. C -0.132
5. N 0.069
6. C -0.122
7. C -0.177
8. C -0.130
9. C -0.337
10. C 0.058
11. C -0.108
12. C -0.394
13. C -0.165
14. C -0.287
15. V 0.448
16. P 0.980
17. H 0.111
18. H 0.097
19. H 0.114
20. H 0.118
21. H -0.023
22. H 0.134
23. H 0.066
24. H 0.065
25. C -0.361
26. C -0.107
27. H 0.008
28. H 0.073
29. H 0.096
30. H 0.066
31. H 0.091
32. C -0.283
33. C -0.115
34. H 0.081
35. H 0.079
36. H 0.103
37. H 0.075
38. H 0.083
39. C -0.342
40. C -0.115
41. H 0.073
42. H 0.075
43. H 0.094
44. H 0.064
45. H 0.089
46. Br 0.416
47. P 1.074
48. C -0.348
49. C -0.105
50. H -0.037
51. H 0.076
52. H 0.067
53. H 0.063
54. H 0.074
55. C -0.302
56. C -0.118
57. H 0.080
58. H 0.065
59. H 0.081
60. H 0.082
61. H 0.056
62. C -0.370
63. C -0.131
64. H 0.091
65. H 0.069
66. H 0.084
67. H 0.075
68. H 0.071
69. C -0.058
70. N -0.141
71. C -0.004
72. C -0.023
73. N -0.089
74. C 0.006
75. C -0.504
76. Se 0.906
77. H 0.054
78. H 0.104
79. H 0.080
80. H 0.135
81. H 0.143
82. H 0.113
83. H 0.071
84. H 0.104



No. 2
# C5H11NO

C5H11NO in the gas phase in a non-equilibrium geometry (ωB97M-V/def2-TZVPD, the OMol25 dataset).

Geometry as XYZ:
```
18
Properties=species:S:1:pos:R:3:forces:R:3
C 0.2612 0.5637 -0.3773 -1.16 -3.55 -4.62
C 0.4608 -0.4461 0.6405 0.74 -0.01 1.75
C -0.5840 0.1848 1.5235 -3.45 -0.17 1.66
C 1.7714 -0.6888 1.4754 -0.11 1.90 -1.74
C -1.0940 0.4347 -1.3310 -1.77 -0.52 0.97
N -0.8582 0.0187 -2.7420 2.31 -1.07 1.91
O -2.2201 -0.0871 -0.8402 1.87 0.14 0.29
H -1.3361 1.4816 -1.5142 0.31 1.63 0.49
H 1.0877 0.9916 -0.9136 0.32 1.37 0.27
H 0.1851 -1.4345 0.2583 -0.95 0.19 -0.29
H -1.5609 0.2269 0.9194 1.00 0.24 0.85
H -0.2731 1.1996 1.8381 -0.09 -0.43 0.01
H -0.8884 -0.3949 2.4727 0.85 0.61 -1.31
H 1.6522 -0.2823 2.4816 0.03 -0.47 -0.05
H 2.0850 -1.7207 1.4229 0.00 -0.19 0.28
H 2.5290 -0.0642 0.9809 0.34 -0.33 0.31
H -1.2138 0.5651 -3.5126 0.54 0.05 0.34
H -0.0038 -0.5481 -2.7825 -0.78 0.61 -1.12
```
Positions in Å, forces in eV/Å.

Calculated values
Kohn-Sham gap	5.705	eV
calculated total energy	-326.87211	hartree
HOMO	-7.8	eV
max |F|	5.94	eV/A

Charges obtained by natural (NBO) population analysis, quoted in units of e:
1. C 0.193
2. C -0.370
3. C -0.676
4. C -0.601
5. C 0.169
6. N -0.823
7. O -0.761
8. H 0.213
9. H 0.200
10. H 0.263
11. H 0.317
12. H 0.208
13. H 0.247
14. H 0.221
15. H 0.223
16. H 0.204
17. H 0.399
18. H 0.373



No. 3
# C5H9NO

2 unconnected molecules or ions with the total composition C5H9NO in a non-equilibrium geometry (ωB97M-V/def2-TZVPD, the OMol25 dataset).

Geometry as XYZ:
```
16
Properties=species:S:1:pos:R:3:forces:R:3
C 1.2723 -1.0910 0.3761 0.81 0.03 0.28
C 0.5789 -0.6334 1.4685 -0.49 -0.27 -0.43
N -0.1311 0.4702 1.0813 -0.12 -0.48 0.38
C 0.0701 0.7136 -0.2458 2.14 1.33 0.50
C 1.0775 -0.1515 -0.6649 -1.70 0.43 -0.46
C -0.1894 2.0850 -0.8015 -0.24 0.04 -0.20
H 1.9025 -1.9672 0.3962 0.02 0.08 -0.15
H 0.4014 -1.0946 2.4239 0.15 0.05 0.11
H -0.5468 1.0904 1.7544 -0.40 0.00 -0.32
H 1.5108 0.0691 -1.6324 0.29 -0.84 0.06
H -0.8704 2.6402 -0.1547 0.01 0.04 -0.08
H 0.7419 2.6475 -0.9009 0.00 0.00 0.28
H -0.6084 2.0873 -1.8061 -0.24 -0.23 0.00
H -1.8647 -2.2649 -0.8287 -0.16 -0.07 0.14
H -1.2285 -0.9961 -1.3098 0.10 0.23 0.19
O -1.9509 -1.3097 -0.7534 -0.15 -0.34 -0.29
```
Positions in Å, forces in eV/Å.

Calculated values
SMILES string	Cc1ccc[nH]1.O
Kohn-Sham gap	9.056	eV
calculated total energy	-325.89268	hartree
HOMO	-8.1	eV
max |F|	2.56	eV/A

Charges obtained by natural (NBO) population analysis, quoted in units of e:
1. C -0.301
2. C -0.070
3. N -0.497
4. C 0.122
5. C -0.328
6. C -0.641
7. H 0.221
8. H 0.210
9. H 0.409
10. H 0.222
11. H 0.213
12. H 0.219
13. H 0.223
14. H 0.463
15. H 0.475
16. O -0.942



No. 4
# C2H4O4

2 unconnected molecules or ions with the total composition C2H4O4 in a non-equilibrium geometry (ωB97M-V/def2-TZVPD, the OMol25 dataset).

Geometry as XYZ:
```
10
Properties=species:S:1:pos:R:3:forces:R:3
C 0.4852 0.2369 0.3717 0.52 -1.58 0.11
C -0.0933 -0.8825 1.4469 -1.18 3.85 -1.44
O 1.5443 -0.0678 -0.1288 -0.28 0.88 -0.33
O -0.6749 0.7943 -2.4487 -0.17 -0.12 -0.19
O -0.4587 1.0507 0.1994 0.49 0.02 0.37
O -0.2599 1.8521 -1.7722 0.29 -0.96 -0.43
H -0.5616 -1.4569 0.7114 -1.44 -1.15 -0.39
H -0.6201 -0.2279 2.0990 -1.28 -0.50 0.63
H 0.6582 -1.3444 1.9215 3.01 -1.55 1.36
H -0.0193 0.0455 -2.4002 0.04 1.10 0.29
```
Positions in Å, forces in eV/Å.

Calculated values
Kohn-Sham gap (spin up / spin down)	9.467 / 7.447	eV
calculated total energy	-379.32896	hartree
HOMO (spin up / spin down)	-10.4 / -10.3	eV
max |F|	4.28	eV/A

Charges obtained by natural (NBO) population analysis, quoted in units of e:
1. C 0.760
2. C -0.571
3. O -0.580
4. O -0.326
5. O -0.345
6. O -0.072
7. H 0.226
8. H 0.225
9. H 0.217
10. H 0.465



No. 5
# C23H25N4O2PdS

A molecular structure, C23H25N4O2PdS (ωB97M-V/def2-TZVPD, the OMol25 dataset).

Geometry as XYZ:
```
56
Properties=species:S:1:pos:R:3:forces:R:3
Pd 0.5020 -0.0942 -0.3389 0.29 0.03 0.44
C -4.7729 1.5433 -0.6620 -0.01 -0.08 -0.01
C -4.0637 0.3878 -0.9598 -0.08 0.00 -0.01
C -2.6807 0.4025 -0.9387 0.11 0.18 -0.07
C -2.0102 1.5804 -0.6319 -0.63 0.13 0.15
C -2.7126 2.7498 -0.3513 0.00 -0.13 0.07
C -4.0962 2.7174 -0.3633 0.02 0.09 0.02
N -0.5980 1.5587 -0.6443 0.56 0.01 -0.02
N -0.0114 2.6397 -0.8595 -0.39 0.09 -0.23
C 1.3538 2.4835 -1.0065 0.40 -0.18 0.09
C 2.1601 3.5922 -1.2422 -0.10 -0.05 0.02
C 3.5183 3.3982 -1.4232 0.07 0.02 -0.02
C 4.0428 2.1137 -1.3700 -0.05 0.03 0.01
C 3.2257 1.0083 -1.1305 0.05 -0.11 -0.06
C 1.8648 1.1679 -0.9478 0.05 0.20 -0.24
H -5.8544 1.5322 -0.6692 0.00 -0.01 0.00
H -4.5912 -0.5217 -1.2158 0.01 0.00 0.00
H -2.1073 -0.4699 -1.2152 -0.01 -0.05 0.02
H -2.1754 3.6575 -0.1188 0.01 0.00 0.01
H -4.6531 3.6169 -0.1377 0.01 0.00 0.00
H 1.7129 4.5764 -1.2798 0.01 0.01 0.00
H 4.1694 4.2407 -1.6100 -0.01 0.00 0.00
H 5.1044 1.9631 -1.5188 0.01 0.01 0.00
H 3.6830 0.0262 -1.1007 -0.02 0.01 0.01
C 2.7307 -1.7699 1.0461 0.00 -0.01 -0.04
O 1.8030 -1.7712 -0.0466 -0.01 0.04 -0.02
C 2.2314 -2.5269 -1.1849 -0.10 0.00 0.02
C 0.9991 -2.9877 -1.9387 0.23 -0.06 -0.01
O 0.1703 -1.9155 -2.3494 -0.10 -0.25 0.07
C 0.5574 -1.3366 -3.5919 -0.02 0.09 0.00
H 2.8112 -2.7819 1.4446 0.02 0.00 0.00
H 2.3319 -1.1037 1.8061 0.00 -0.02 0.01
H 3.7106 -1.4181 0.7197 -0.01 0.02 0.02
H 2.7767 -3.4064 -0.8338 0.03 0.01 -0.02
H 2.9010 -1.9161 -1.7968 -0.03 -0.01 -0.03
H 0.4042 -3.6155 -1.2737 0.03 0.00 -0.02
H 1.3089 -3.5923 -2.7976 -0.01 0.01 0.00
H 0.5483 -2.0914 -4.3818 -0.01 0.00 0.00
H 1.5488 -0.8801 -3.5304 0.00 -0.01 0.02
H -0.1705 -0.5619 -3.8193 0.01 0.00 -0.01
N -1.7730 -2.7989 -0.0399 -0.09 0.02 0.00
C -1.6093 -2.0526 1.0746 0.09 -0.11 0.06
N -0.7563 -1.0720 1.1529 -0.18 0.06 -0.24
C -0.7359 -0.5127 2.4321 -0.16 -0.03 0.15
C 0.0609 0.5478 2.8544 -0.02 -0.01 -0.01
C -0.0457 0.9780 4.1656 0.01 0.00 -0.02
C -0.9317 0.3709 5.0539 0.00 0.01 0.03
C -1.7319 -0.6819 4.6464 -0.03 -0.03 -0.01
C -1.6219 -1.1116 3.3331 0.04 -0.01 -0.10
S -2.4878 -2.4043 2.5356 0.05 0.04 -0.02
H -1.3616 -2.4582 -0.8979 -0.01 0.03 -0.05
H -2.5716 -3.4037 -0.1223 0.00 0.00 0.02
H 0.7441 1.0294 2.1648 0.00 -0.01 0.00
H 0.5677 1.8015 4.5055 0.00 0.00 0.00
H -0.9971 0.7265 6.0729 0.00 0.00 0.00
H -2.4222 -1.1534 5.3326 0.00 0.00 0.00
```
Positions in Å, forces in eV/Å.

Calculated values
Kohn-Sham gap	7.583	eV
calculated total energy	-1786.78488	hartree
HOMO	-11.2	eV
max |F|	0.66	eV/A
total charge	+1

Charges obtained by natural (NBO) population analysis, quoted in units of e:
1. Pd 0.756
2. C -0.183
3. C -0.197
4. C -0.227
5. C 0.154
6. C -0.214
7. C -0.192
8. N -0.183
9. N -0.092
10. C 0.062
11. C -0.164
12. C -0.230
13. C -0.155
14. C -0.274
15. C -0.171
16. H 0.228
17. H 0.221
18. H 0.208
19. H 0.241
20. H 0.230
21. H 0.235
22. H 0.232
23. H 0.226
24. H 0.204
25. C -0.245
26. O -0.559
27. C -0.094
28. C -0.095
29. O -0.575
30. C -0.253
31. H 0.196
32. H 0.215
33. H 0.190
34. H 0.205
35. H 0.191
36. H 0.204
37. H 0.198
38. H 0.186
39. H 0.181
40. H 0.209
41. N -0.802
42. C 0.301
43. N -0.625
44. C 0.194
45. C -0.266
46. C -0.179
47. C -0.208
48. C -0.200
49. C -0.232
50. S 0.397
51. H 0.420
52. H 0.414
53. H 0.226
54. H 0.226
55. H 0.230
56. H 0.233



No. 6
# C3H3NOS2

C3H3NOS2 in the gas phase in a non-equilibrium geometry (ωB97M-V/def2-TZVPD, the OMol25 dataset).

Geometry as XYZ:
```
10
Properties=species:S:1:pos:R:3:forces:R:3
C 0.2274 0.1076 -0.1880 -0.19 -0.65 -0.58
C 0.5839 1.3967 -0.4539 0.03 0.63 0.58
C -1.0966 1.9290 1.5480 0.12 -1.41 0.32
N -0.4669 -0.1813 0.8877 -0.72 1.61 1.47
O -1.2670 -1.3142 0.8882 0.30 0.13 -0.66
S -1.9404 1.9835 2.8697 0.00 0.09 -0.30
S 0.0126 2.6794 0.5972 0.23 -0.56 -0.67
H 0.5085 -0.6664 -0.9011 -0.14 -0.04 0.03
H 1.2958 1.7001 -1.1949 0.11 0.06 -0.16
H -1.6063 -1.3726 1.7911 0.26 0.14 -0.03
```
Positions in Å, forces in eV/Å.

Calculated values
Kohn-Sham gap (spin up / spin down)	6.920 / 6.544	eV
calculated total energy	-1042.31886	hartree
HOMO (spin up / spin down)	-7.5 / -7.3	eV
max |F|	2.29	eV/A

Charges obtained by natural (NBO) population analysis, quoted in units of e:
1. C -0.032
2. C -0.521
3. C -0.385
4. N -0.156
5. O -0.542
6. S 0.164
7. S 0.534
8. H 0.216
9. H 0.242
10. H 0.480